Version i
Formula: C3H9NO3
Source: the Open Molecules 2025 dataset
Level of theory: wB97M-V/def2-TZVPD

Last column: Löwdin charge in e.
Element x y z (Å)
C (-0.43, 1.10, -1.32)  -0.087
C (-0.64, 1.52, 0.14)  -0.225
N (0.53, 1.10, 0.93)  0.077
C (0.64, -0.21, 1.22)  -0.579
O (-0.01, -1.11, 0.73)  0.058
O (1.31, -0.42, 2.41)  0.090
H (-1.34, 1.17, -1.95)  0.085
H (0.40, 1.73, -1.72)  0.084
H (-0.17, 0.05, -1.34)  0.043
H (-0.88, 2.59, 0.25)  0.116
H (-1.58, 1.01, 0.46)  0.119
H (0.87, 1.74, 1.63)  0.144
H (1.18, -1.38, 2.46)  0.121
O (0.15, -2.67, -1.57)  -0.078
H (-0.01, -3.61, -1.73)  0.034
H (-0.01, -2.59, -0.61)  0.000

Calculated values
* SMILES string: CCNC(=O)O.O
* LUMO: 0.0260 hartree
* net charge: 0

Version ii
Formula: C3H9NO3
Source: the Open Molecules 2025 dataset
Level of theory: wB97M-V/def2-TZVPD

Last column: Löwdin charge in e.
Element x y z (Å)
C (-0.89, 2.44, 0.50)  -0.046
N (0.04, 1.53, 1.21)  -0.031
C (0.04, 0.25, 0.74)  0.079
C (-1.18, -0.57, 0.60)  -0.186
O (2.00, -1.51, -0.66)  -0.137
O (-2.28, -0.22, 0.95)  0.099
H (-1.92, 2.18, 0.71)  0.082
H (-0.64, 2.38, -0.56)  0.098
H (-0.67, 3.45, 0.80)  0.091
H (-0.04, 1.58, 2.23)  0.163
H (1.00, -0.16, 0.37)  0.100
H (-0.97, -1.59, 0.26)  0.137
H (2.95, -1.50, -0.77)  0.026
H (1.55, -2.01, -1.46)  -0.071
H (0.18, -3.47, -2.54)  -0.068
O (0.83, -2.78, -2.38)  -0.335

Calculated values
* LUMO: -0.1576 hartree
* net charge: 0

Which structure is the least stable? The one labeled version ii.

Version i
Formula: C8H7NO2S
Source: the Open Molecules 2025 dataset
Level of theory: wB97M-V/def2-TZVPD

Last column: Löwdin charge in e.
Element x y z (Å)
C (-2.34, -0.98, 0.22)  -0.121
C (-1.56, -2.05, -0.15)  -0.053
C (-1.87, 0.25, 0.48)  -0.028
C (-0.15, -1.87, -0.25)  -0.030
C (-0.47, 0.44, 0.29)  -0.196
C (0.31, -0.65, 0.10)  -0.277
C (1.29, 2.12, -0.53)  -0.196
C (0.20, 1.81, 0.48)  0.051
N (2.07, 1.27, 0.44)  -0.109
O (2.68, -1.06, 1.20)  -0.263
O (2.47, -0.55, -1.22)  -0.291
S (2.06, -0.35, 0.13)  0.600
H (-3.44, -1.21, 0.39)  0.131
H (-2.03, -3.08, -0.37)  0.140
H (-2.42, 1.20, 0.42)  0.124
H (0.47, -2.45, -0.88)  0.118
H (1.19, 1.42, -1.46)  0.141
H (1.61, 3.17, -0.51)  0.117
H (-0.07, 2.57, 1.25)  0.140

Calculated values
* LUMO: -0.0220 hartree
* net charge: 0

Version ii
Formula: C8H7NO2S
Source: the Open Molecules 2025 dataset
Level of theory: wB97M-V/def2-TZVPD

Last column: Löwdin charge in e.
Element x y z (Å)
O (-2.33, -2.40, -1.97)  0.068
N (-1.25, -2.13, -2.46)  -0.430
O (-0.85, -2.58, -3.53)  0.008
C (-0.38, -1.26, -1.75)  -0.509
S (1.11, -0.84, -2.52)  0.873
C (-0.92, -0.67, -0.49)  0.034
C (-0.24, 0.20, 0.41)  -0.250
C (0.64, 1.21, -0.01)  -0.052
C (1.26, 2.02, 0.91)  -0.073
C (1.06, 1.82, 2.27)  -0.076
C (0.20, 0.82, 2.70)  -0.077
C (-0.47, 0.04, 1.78)  -0.029
H (0.84, -1.66, -3.54)  -0.108
H (-1.85, -1.12, -0.18)  0.109
H (0.79, 1.38, -1.07)  0.078
H (1.91, 2.81, 0.58)  0.107
H (1.57, 2.44, 2.99)  0.104
H (0.04, 0.66, 3.76)  0.105
H (-1.14, -0.74, 2.11)  0.116

Calculated values
* SMILES string: O=[N+]([O-])/C(S)=C/c1ccccc1
* LUMO (alpha / beta): -0.0459 / -0.0459 hartree
* net charge: 0

Version iii
Formula: C8H7NO2S
Source: the Open Molecules 2025 dataset
Level of theory: wB97M-V/def2-TZVPD

Last column: Löwdin charge in e.
Element x y z (Å)
C (2.00, -0.57, -2.34)  -0.093
C (0.69, -1.03, -2.78)  -0.102
C (2.09, 0.24, -1.21)  -0.055
C (-0.44, -0.73, -2.05)  -0.056
C (0.70, 0.86, 0.94)  -0.056
C (1.01, 0.39, -0.34)  -0.198
C (-0.22, 0.00, -0.92)  -0.230
C (-0.65, 0.64, 1.17)  -0.043
N (-1.22, 0.19, 0.05)  0.058
O (-3.27, -0.08, 3.44)  -0.423
O (-2.03, 1.86, 4.47)  -0.406
S (-2.03, 0.64, 3.67)  0.747
H (2.89, -0.85, -3.03)  0.122
H (0.62, -1.77, -3.69)  0.130
H (3.13, 0.47, -0.89)  0.117
H (-1.47, -1.10, -2.15)  0.121
H (1.39, 1.31, 1.60)  0.090
H (-2.19, -0.08, -0.19)  0.169
H (-1.03, -0.40, 4.23)  0.108

Calculated values
* LUMO (alpha / beta): -0.0801 / -0.0603 hartree
* net charge: 0

Which structure is the least stable? The one labeled version iii.

Version i
Formula: H4OS
Source: the Open Molecules 2025 dataset
Level of theory: wB97M-V/def2-TZVPD

Last column: Löwdin charge in e.
Element x y z (Å)
O (-0.01, 1.36, -1.95)  -0.168
H (-0.26, 1.02, -1.00)  0.006
H (0.08, 2.41, -1.85)  0.109
S (0.01, -0.88, 1.08)  0.511
H (0.95, 0.03, 0.79)  -0.215
H (-0.87, -0.28, 0.28)  -0.243

Calculated values
* SMILES string: O.S
* LUMO: 0.0208 hartree
* net charge: 0

Version ii
Formula: H4OS
Source: the Open Molecules 2025 dataset
Level of theory: wB97M-V/def2-TZVPD

Last column: Löwdin charge in e.
Element x y z (Å)
O (-0.50, 1.27, 0.16)  -0.196
H (-0.26, 0.39, -0.20)  -0.255
H (-1.01, 1.70, -0.56)  0.038
S (0.36, -1.18, -0.37)  0.667
H (-0.12, -1.46, 0.85)  -0.127
H (1.52, -0.72, 0.13)  -0.127

Calculated values
* LUMO: 0.0300 hartree
* net charge: 0

Which structure is the least stable? The one labeled version ii.

Version i
Formula: C4H11N2
Source: the Open Molecules 2025 dataset
Level of theory: wB97M-V/def2-TZVPD

Last column: Löwdin charge in e.
Element x y z (Å)
C (-1.65, -0.17, -1.76)  -0.089
C (-0.41, 0.30, -1.01)  -0.234
C (-0.67, 0.43, 0.51)  -0.144
N (0.08, -0.56, 1.32)  0.066
C (1.39, -0.55, 1.48)  -0.132
N (2.21, 0.17, 0.76)  0.209
H (-2.44, 0.57, -1.76)  0.084
H (-2.05, -1.05, -1.24)  0.083
H (-1.39, -0.47, -2.77)  0.079
H (0.38, -0.43, -1.12)  0.104
H (-0.04, 1.27, -1.34)  0.110
H (-0.25, 1.40, 0.82)  0.121
H (-1.70, 0.43, 0.86)  0.134
H (-0.40, -0.98, 2.11)  0.165
H (1.82, -1.40, 2.00)  0.170
H (3.21, 0.03, 0.85)  0.143
H (1.90, 1.00, 0.27)  0.129

Calculated values
* SMILES string: CCC/[NH+]=C\N
* LUMO: -0.1386 hartree
* net charge: +1

Version ii
Formula: C4H11N2
Source: the Open Molecules 2025 dataset
Level of theory: wB97M-V/def2-TZVPD

Last column: Löwdin charge in e.
Element x y z (Å)
C (-1.42, -0.85, 0.80)  -0.190
C (-1.32, -0.72, -0.52)  -0.103
N (-0.03, -0.84, -1.20)  0.175
N (-2.56, -0.72, 1.52)  0.097
H (-0.54, -1.09, 1.41)  0.129
H (-2.15, -0.46, -1.16)  0.126
H (0.32, 0.05, -1.55)  0.141
H (0.69, -1.16, -0.55)  0.140
H (-0.04, -1.51, -1.97)  0.175
H (-3.30, -0.17, 1.09)  0.113
H (-2.44, -0.46, 2.49)  0.110
C (2.13, 0.83, 0.37)  -0.082
C (2.10, 1.82, -0.52)  -0.052
H (3.05, 0.30, 0.62)  0.065
H (1.26, 0.46, 0.90)  0.027
H (2.84, 1.88, -1.31)  0.062
H (1.40, 2.65, -0.43)  0.066

Calculated values
* LUMO: -0.1174 hartree
* net charge: +1

Version iii
Formula: C4H11N2
Source: the Open Molecules 2025 dataset
Level of theory: wB97M-V/def2-TZVPD

Last column: Löwdin charge in e.
Element x y z (Å)
C (1.64, -1.51, 0.76)  -0.066
C (1.17, -0.16, 0.17)  -0.209
C (-0.03, -0.24, -0.64)  0.234
C (-0.40, 0.02, -1.88)  -0.131
N (-1.63, 0.14, -2.44)  0.131
N (-1.59, 1.23, 2.05)  0.046
H (2.60, -1.34, 1.24)  0.087
H (1.77, -2.29, 0.03)  0.090
H (0.97, -1.74, 1.59)  0.087
H (1.12, 0.62, 0.93)  0.128
H (2.00, 0.11, -0.51)  0.175
H (0.42, 0.36, -2.50)  0.182
H (-2.40, 0.38, -1.84)  0.127
H (-1.57, 0.68, -3.29)  0.121
H (-1.14, 0.61, 1.40)  -0.048
H (-1.65, 0.95, 3.01)  0.025
H (-1.27, 2.18, 1.94)  0.019

Calculated values
* LUMO: -0.2822 hartree
* net charge: +1

Version iv
Formula: C4H11N2
Source: the Open Molecules 2025 dataset
Level of theory: wB97M-V/def2-TZVPD

Last column: Löwdin charge in e.
Element x y z (Å)
C (-1.23, -0.25, 1.98)  0.162
N (-0.89, -0.11, 0.72)  -0.081
C (-0.88, 0.94, -0.31)  -0.153
C (0.57, 1.10, -0.83)  -0.156
C (1.02, -0.27, -1.30)  -0.217
N (1.10, -1.22, -0.16)  0.047
H (-0.70, 0.35, 2.74)  0.126
H (-1.82, -1.15, 2.17)  0.114
H (-0.07, -0.90, 0.56)  0.105
H (-1.59, 0.66, -1.11)  0.143
H (-1.21, 1.90, 0.08)  0.127
H (0.44, 1.81, -1.64)  0.124
H (1.21, 1.54, -0.06)  0.125
H (0.43, -0.59, -2.16)  0.132
H (2.07, -0.18, -1.67)  0.133
H (1.25, -2.14, -0.56)  0.134
H (2.01, -1.03, 0.27)  0.134

Calculated values
* SMILES string: C=[NH+]CCCN
* LUMO: -0.1978 hartree
* net charge: +1

Which structure is the least stable? The one labeled version iii.

Version i
Formula: C4H11N2
Source: the Open Molecules 2025 dataset
Level of theory: wB97M-V/def2-TZVPD

Last column: Löwdin charge in e.
Element x y z (Å)
C (-0.94, -1.43, 0.43)  -0.227
C (-1.60, 1.04, 0.35)  -0.036
C (2.07, 1.18, -0.30)  -0.118
C (-1.38, -0.20, -0.31)  0.075
N (-1.23, -2.51, -0.18)  0.180
N (1.60, -0.22, -0.35)  -0.043
H (-0.54, -1.34, 1.40)  0.108
H (-2.46, 1.62, -0.01)  0.120
H (-1.69, 0.81, 1.52)  0.167
H (-0.76, 1.70, 0.44)  0.088
H (2.35, 1.54, 0.64)  0.064
H (2.80, 1.24, -1.05)  0.061
H (1.10, 1.78, -0.54)  0.087
H (-1.47, -0.39, -1.41)  0.155
H (-0.93, -3.45, 0.06)  0.093
H (1.03, -0.62, -1.15)  0.104
H (2.06, -0.74, 0.46)  0.122

Calculated values
* LUMO (alpha / beta): -0.2615 / -0.2615 hartree
* net charge: +1

Version ii
Formula: C4H11N2
Source: the Open Molecules 2025 dataset
Level of theory: wB97M-V/def2-TZVPD

Last column: Löwdin charge in e.
Element x y z (Å)
C (-2.17, 0.02, -0.47)  -0.040
C (-1.06, 0.10, 0.53)  -0.251
N (0.04, 1.19, 0.23)  0.080
C (1.05, 0.15, 0.47)  -0.318
C (2.18, 0.20, -0.51)  -0.007
N (-0.01, -0.95, 0.36)  0.180
H (-3.17, 0.19, -0.18)  0.063
H (-2.42, -1.02, -0.91)  0.121
H (-1.91, 0.48, -1.47)  0.116
H (-1.48, -0.01, 1.57)  0.176
H (0.18, 1.99, 0.83)  0.127
H (1.33, 0.16, 1.58)  0.182
H (2.36, 1.15, -0.91)  0.078
H (1.98, -0.36, -1.40)  0.084
H (3.03, -0.35, -0.10)  0.104
H (-0.04, -1.25, -0.58)  0.156
H (0.10, -1.70, 0.94)  0.148

Calculated values
* SMILES string: C[C@@H]1N[C@H](C)[NH2+]1
* LUMO: -0.1177 hartree
* net charge: +1

Which structure is the least stable? The one labeled version i.

Version i
Formula: C4H11N2
Source: the Open Molecules 2025 dataset
Level of theory: wB97M-V/def2-TZVPD

Last column: Löwdin charge in e.
Element x y z (Å)
C (-0.09, -0.14, -1.64)  -0.054
C (0.47, -1.21, -0.68)  -0.051
C (-0.39, 0.68, -0.36)  -0.314
C (0.95, -0.42, 1.56)  -0.023
N (-1.56, 1.37, 0.08)  0.092
N (-0.05, -0.50, 0.51)  -0.144
H (0.43, 0.41, -2.31)  0.078
H (-1.02, -0.29, -2.14)  0.116
H (0.11, -2.15, -0.99)  0.126
H (1.55, -1.09, -0.64)  0.138
H (0.81, 1.70, -0.23)  0.239
H (0.98, -1.49, 1.74)  0.106
H (2.00, -0.01, 1.30)  0.143
H (0.51, 0.20, 2.42)  0.140
H (-2.00, 2.02, -0.53)  0.092
H (-1.68, 1.63, 1.04)  0.092
H (-1.02, -0.72, 0.88)  0.225

Calculated values
* LUMO: -0.1110 hartree
* net charge: +1

Version ii
Formula: C4H11N2
Source: the Open Molecules 2025 dataset
Level of theory: wB97M-V/def2-TZVPD

Last column: Löwdin charge in e.
Element x y z (Å)
C (-1.83, -1.75, 0.86)  0.043
C (-0.76, -1.25, 1.47)  -0.191
N (0.55, -1.42, 0.84)  0.034
H (-1.68, -2.11, -0.15)  0.071
H (-2.82, -1.77, 1.28)  0.073
H (-0.75, -0.66, 2.37)  0.112
H (0.51, -2.25, 0.26)  0.125
H (1.26, -1.64, 1.53)  0.133
C (0.26, 1.32, -1.35)  -0.192
C (-0.04, 2.61, -1.26)  0.062
N (1.29, 0.68, -0.55)  0.078
H (-0.25, 0.62, -1.98)  0.114
H (-0.92, 2.94, -1.80)  0.077
H (0.61, 3.28, -0.74)  0.077
H (1.56, 1.28, 0.24)  0.140
H (0.87, -0.33, 0.07)  0.095
H (2.14, 0.46, -1.08)  0.148

Calculated values
* LUMO: -0.1112 hartree
* net charge: +1

Version iii
Formula: C4H11N2
Source: the Open Molecules 2025 dataset
Level of theory: wB97M-V/def2-TZVPD

Last column: Löwdin charge in e.
Element x y z (Å)
C (1.35, -1.62, 0.49)  0.149
N (2.66, -0.96, 0.52)  0.027
H (1.50, -2.53, 1.11)  0.145
H (1.17, -1.75, -0.58)  0.106
H (2.70, -0.55, 1.45)  0.102
H (3.39, -1.67, 0.47)  0.135
N (-1.40, -0.82, 0.48)  0.085
C (-1.57, 0.17, -0.57)  -0.272
C (-0.84, 2.56, -0.47)  0.047
C (-0.55, 1.27, -0.58)  -0.182
H (-1.92, -1.66, 0.18)  0.110
H (-0.39, -1.18, 0.48)  0.029
H (-2.57, 0.59, -0.43)  0.146
H (-1.55, -0.29, -1.58)  0.134
H (-0.06, 3.31, -0.45)  0.069
H (-1.87, 2.90, -0.39)  0.077
H (0.48, 0.91, -0.51)  0.092

Calculated values
* LUMO: -0.3238 hartree
* net charge: +1

Which structure is the least stable? The one labeled version iii.

Version i
Formula: C4H11N2
Source: the Open Molecules 2025 dataset
Level of theory: wB97M-V/def2-TZVPD

Last column: Löwdin charge in e.
Element x y z (Å)
C (1.45, 0.06, -0.70)  -0.111
C (0.46, 0.16, -1.64)  -0.196
N (0.05, -0.88, -2.39)  0.084
N (1.46, 1.10, 0.35)  0.152
H (2.15, -0.74, -0.54)  0.120
H (-0.13, 1.08, -1.68)  0.134
H (-0.94, -0.96, -2.57)  0.111
H (0.39, -1.75, -1.94)  0.122
H (2.38, 1.14, 0.88)  0.191
H (0.65, 0.90, 1.03)  0.138
H (1.30, 2.04, 0.00)  0.158
C (-1.78, -0.40, 0.92)  -0.083
C (-1.19, -0.25, 2.10)  -0.105
H (-1.64, -1.28, 0.22)  0.077
H (-2.51, 0.29, 0.52)  0.053
H (-0.72, -1.12, 2.66)  0.087
H (-1.39, 0.60, 2.78)  0.069

Calculated values
* LUMO: -0.1244 hartree
* net charge: +1

Version ii
Formula: C4H11N2
Source: the Open Molecules 2025 dataset
Level of theory: wB97M-V/def2-TZVPD

Last column: Löwdin charge in e.
Element x y z (Å)
C (-0.29, -0.57, -0.53)  -0.321
C (0.03, 0.90, -0.54)  -0.193
C (0.14, -1.53, 0.54)  -0.040
C (-2.45, 0.62, -0.12)  0.160
N (-1.19, 0.45, -0.27)  -0.116
N (0.95, 1.51, 0.38)  0.173
H (-0.31, -1.08, -1.51)  0.148
H (2.07, -0.55, -1.47)  0.083
H (-0.42, -1.19, 1.42)  0.092
H (1.30, -1.44, 0.65)  0.079
H (-0.21, -2.47, 0.17)  0.079
H (2.44, -0.91, -0.87)  0.070
H (-3.14, -0.31, -0.22)  0.149
H (-2.88, 1.49, 0.28)  0.085
H (1.63, 0.93, 0.97)  0.185
H (0.69, 2.09, 1.24)  0.210
H (1.62, 2.08, -0.13)  0.157

Calculated values
* LUMO: -0.1544 hartree
* net charge: +1

Which structure is the least stable? The one labeled version ii.

Version i
Formula: C3H4S2
Source: the Open Molecules 2025 dataset
Level of theory: wB97M-V/def2-TZVPD

Last column: Löwdin charge in e.
Element x y z (Å)
C (-1.49, 0.32, 0.13)  -0.005
C (-0.35, -0.15, 0.48)  -0.269
C (0.87, -0.24, -0.47)  -0.925
S (2.10, 0.99, 0.04)  0.486
S (2.43, -1.05, 0.07)  0.463
H (-2.38, 0.45, 0.65)  0.033
H (-1.83, 0.56, -0.88)  0.072
H (0.04, -0.40, 1.45)  0.080
H (0.60, -0.48, -1.49)  0.066

Calculated values
* SMILES string: C=CC1SS1
* LUMO: 0.0029 hartree
* net charge: 0

Version ii
Formula: C3H4S2
Source: the Open Molecules 2025 dataset
Level of theory: wB97M-V/def2-TZVPD

Last column: Löwdin charge in e.
Element x y z (Å)
C (0.52, -0.21, 0.92)  -0.372
C (-0.26, 0.72, 0.39)  -0.186
C (-0.90, 1.57, -0.37)  0.013
S (1.32, -1.68, 0.00)  0.322
S (1.33, -1.51, -1.87)  0.055
H (0.41, -0.48, 1.97)  0.062
H (-0.80, 2.64, -0.67)  0.082
H (-1.77, 1.16, -0.91)  0.065
H (0.16, -2.20, 0.54)  -0.041

Calculated values
* LUMO: 0.0094 hartree
* net charge: 0

Version iii
Formula: C3H4S2
Source: the Open Molecules 2025 dataset
Level of theory: wB97M-V/def2-TZVPD

Last column: Löwdin charge in e.
Element x y z (Å)
C (-1.62, 0.34, -0.05)  0.007
C (-0.58, -0.43, 0.29)  -0.243
C (0.88, 0.03, 0.08)  -1.250
S (1.33, 1.59, -0.02)  0.633
S (2.04, -1.21, -0.06)  0.734
H (-2.69, 0.23, 0.14)  0.069
H (-1.61, 1.20, -0.59)  0.014
H (-0.80, -1.40, 0.78)  0.102
H (3.05, -0.35, -0.57)  -0.066

Calculated values
* SMILES string: C=CC(=S)S
* LUMO: -0.0236 hartree
* net charge: 0

Version iv
Formula: C3H4S2
Source: the Open Molecules 2025 dataset
Level of theory: wB97M-V/def2-TZVPD

Last column: Löwdin charge in e.
Element x y z (Å)
C (-1.19, 0.28, -0.73)  -0.465
S (-0.14, -1.11, -0.95)  0.802
C (1.07, -0.96, 0.37)  -0.490
C (1.18, 0.15, 1.04)  -0.762
S (1.39, 1.49, 1.88)  0.727
H (-0.49, 1.05, -0.38)  -0.003
H (-1.94, 0.18, 0.11)  0.060
H (-1.80, 0.51, -1.66)  0.071
H (1.92, -1.58, 0.32)  0.060

Calculated values
* SMILES string: CSC=C=S
* LUMO: -0.0210 hartree
* net charge: 0

Which structure is the least stable? The one labeled version ii.